No. 1
Formula: C11H14NS
Source: the OMol25 dataset
Level of theory: ωB97M-V/def2-TZVPD

Structure (XYZ):
```
27
Properties=species:S:1:pos:R:3:forces:R:3
C 0.7641 -2.6299 -3.1854 1.1 -1.2 0.7
C -0.3198 -2.7615 -2.3476 -1.9 -2.3 -0.9
C 1.6674 -1.5574 -3.0040 -2.3 -0.5 -0.5
C -0.6341 -1.8516 -1.3912 -0.2 0.6 1.6
C 1.3577 -0.5941 -2.0590 -0.2 -0.1 0.7
C 0.2352 -0.8084 -1.2256 1.3 -0.5 -1.7
C -0.1326 -0.2572 1.0840 -0.8 1.2 1.7
C -0.5606 0.8640 2.0429 0.0 -1.1 -0.9
C -0.1962 2.1728 1.3374 -1.1 2.6 -0.9
C -2.0915 0.5016 2.1735 0.2 1.5 1.3
C 1.1764 2.7900 1.6762 0.6 0.8 0.2
N 0.0294 0.0458 -0.1565 -0.4 1.4 2.5
S -0.2612 1.7578 -0.4748 0.3 -0.3 0.4
H 1.0081 -3.5603 -3.7601 -0.1 1.5 -0.1
H -1.0191 -3.6380 -2.4522 1.0 0.9 0.0
H 2.3807 -1.4603 -3.7740 1.3 0.4 -0.2
H -1.4264 -1.9504 -0.6273 0.2 -0.2 -0.9
H 1.9889 0.2710 -1.8533 -0.1 -0.2 -0.3
H -0.3119 -1.1869 1.6311 0.9 -0.7 -1.3
H -0.0869 0.7051 3.0347 -0.1 0.4 -0.7
H -1.0014 3.0143 1.3582 1.1 -1.6 0.4
H -2.4501 0.1556 1.1815 -0.4 0.7 0.7
H -2.5736 1.4656 2.6480 0.4 -2.1 -1.3
H -2.1975 -0.3365 2.9078 0.0 0.7 -0.6
H 1.8218 1.9125 1.8117 0.4 0.6 0.3
H 1.1948 3.5149 2.5707 -0.3 -1.6 -1.0
H 1.6383 3.4216 0.8533 -0.9 -0.9 0.7
```
Positions in Å, forces in eV/Å.

As for the frontier orbital gap: 8.8 eV. Its structure (SMILES) is C[C@H]1C=[N+](c2ccccc2)S[C@@H]1C. The charge is +1. The calculation puts the LUMO energy at -4.3 eV.


No. 2
Formula: C11H15AuNO12P2S
Source: the OMol25 dataset
Level of theory: ωB97M-V/def2-TZVPD

Structure (XYZ):
```
43
Properties=species:S:1:pos:R:3:forces:R:3
Au -1.0857 0.3098 0.2032 0.3 -0.8 -1.8
O -1.9570 4.1008 1.8781 -0.3 -0.3 -0.5
P -1.7700 3.1492 0.6266 0.3 2.2 -0.6
O -2.2424 3.7102 -0.6370 0.0 -0.2 0.1
O -2.3104 1.7659 1.0414 0.7 -2.0 -0.4
O -0.1197 2.9619 0.5856 -0.7 -0.5 0.4
P 0.5353 2.2484 1.8883 1.6 1.5 0.1
O 2.0960 2.3156 1.4782 -0.7 -0.6 0.1
O 0.2602 3.0222 3.1169 -0.3 -0.1 -0.2
O 0.1891 0.7691 1.8786 -1.5 -0.7 -1.4
H -1.3239 3.8148 2.5633 0.2 0.1 0.6
H 2.3566 3.2290 1.3648 0.2 0.4 0.0
O -2.6015 -1.3398 -6.4616 0.8 -0.8 -1.1
C -3.3952 -0.6973 -5.8039 0.7 0.4 2.1
O -4.5034 -0.2288 -5.9811 -1.4 0.6 -0.5
C -2.8501 -0.4027 -4.3044 -0.6 -0.2 -1.3
C -3.5115 0.5096 -3.4992 0.6 -0.1 0.7
C -3.0301 0.7247 -2.2159 -1.0 0.8 0.0
N -1.9734 0.0684 -1.7698 0.8 0.1 2.3
C -1.3196 -0.7951 -2.5379 1.0 -1.1 -0.6
C -1.7297 -1.0646 -3.8358 0.2 0.4 1.1
C -0.0826 -1.4589 -1.9208 -1.0 0.1 -3.0
O 0.6645 -2.1092 -2.6199 -0.2 0.2 0.9
O 0.0572 -1.2501 -0.6674 -0.4 1.6 2.7
H -4.3759 1.0392 -3.8663 -0.1 0.0 -0.1
H -3.4724 1.4366 -1.5322 0.0 0.1 0.0
H -1.1690 -1.7604 -4.4404 0.0 0.0 -0.1
C 1.1519 -1.0240 4.3652 0.0 0.0 -0.1
C 2.1189 -0.8385 3.2203 -0.2 -0.1 -0.8
S 1.3761 -1.6127 1.7051 1.2 0.4 0.6
O 1.4137 -3.0528 2.0106 -0.2 -1.4 0.1
C 2.7977 -1.3115 0.5455 -0.5 0.1 0.4
C 3.8688 -2.3602 0.7256 -0.1 0.0 0.1
H 1.5273 -0.5515 5.2709 0.0 0.0 0.1
H 1.0046 -2.0869 4.5440 -0.1 0.0 0.1
H 0.2042 -0.5589 4.1083 -0.2 0.0 0.1
H 3.0678 -1.3385 3.4010 0.1 0.0 -0.1
H 2.2569 0.2092 2.9725 0.3 0.1 0.1
H 3.1268 -0.2965 0.7488 0.1 0.2 -0.1
H 2.3629 -1.3613 -0.4491 0.0 0.0 0.0
H 4.3184 -2.3013 1.7142 0.1 -0.1 0.1
H 4.6541 -2.2427 -0.0180 0.0 0.1 -0.1
H 3.4148 -3.3404 0.6037 0.1 -0.1 0.1
```
Positions in Å, forces in eV/Å.

As for the frontier orbital gap: 4.6 eV. The charge is -1. The calculation puts the LUMO energy at -1.5 eV.


No. 3
Formula: C11H15Cl2O2RhSn
Source: the OMol25 dataset
Level of theory: ωB97M-V/def2-TZVPD

Structure (XYZ):
```
32
Properties=species:S:1:pos:R:3:forces:R:3
Rh 0.4553 -0.5375 -3.6258 0.1 -1.3 0.9
Cl 1.7209 -1.7687 -5.1592 -0.2 0.0 0.2
C 2.0045 0.7732 -3.7030 0.9 1.8 -0.1
C -1.2147 -1.4155 -4.3591 -1.2 -0.5 -1.4
H 1.9669 1.2043 -4.7125 0.1 0.0 0.3
H 1.8946 1.5591 -2.9436 0.1 -0.2 -0.3
H 2.9336 0.1978 -3.5859 -0.4 0.0 0.1
H -1.2851 -1.0143 -5.3831 -0.2 -0.2 0.3
H -2.1235 -1.1843 -3.7867 0.2 0.0 0.0
H -1.0193 -2.4964 -4.4158 -0.1 0.4 0.1
Sn -1.1225 -1.0521 -0.9869 1.0 -0.4 1.2
C -2.8791 -1.6395 0.1184 -0.4 0.1 -0.2
C -0.5194 0.6161 -2.2669 0.8 0.5 -0.7
H -3.7411 -1.0991 -0.2877 0.1 -0.2 0.2
H -2.9895 -2.7170 -0.0569 -0.1 0.3 0.1
H -2.7527 -1.4310 1.1882 0.1 0.1 -0.4
H -1.3967 1.0803 -2.7484 0.3 0.1 0.3
H 0.1425 1.3147 -1.7272 -0.8 -0.2 0.0
Cl 1.9823 1.5681 6.7069 0.1 0.1 0.4
C 1.3699 1.1442 5.1663 -0.5 -0.4 -1.4
C 1.4585 -0.1850 4.7153 -0.1 0.5 -0.1
C 0.9858 -0.5140 3.4430 0.1 0.2 0.1
C 0.4203 0.4713 2.6253 -0.1 0.0 0.2
C 0.3047 1.7858 3.0866 0.2 -0.1 0.4
C 0.7907 2.1313 4.3503 0.1 -0.4 0.0
C -0.1395 0.1223 1.2845 -0.4 0.0 -0.6
O 0.2838 -0.9796 0.7110 -1.0 1.1 0.0
O -1.0131 0.8571 0.7442 1.1 -1.3 0.3
H 1.8953 -0.9399 5.3631 -0.1 0.1 -0.1
H 1.0424 -1.5409 3.0800 0.0 0.3 0.1
H -0.1751 2.5333 2.4549 0.2 -0.2 0.2
H 0.7195 3.1558 4.7104 0.0 -0.2 -0.1
```
Positions in Å, forces in eV/Å.

As for the frontier orbital gap (spin up / spin down): 7.9 / 6.7 eV. The spin multiplicity is 5. Its expectation value of S² is 6.016. The calculation puts the LUMO energy (spin up / spin down) at 0.2 / -2.7 eV.


No. 4
Formula: C11H15ClFeNO3PbS
Source: the OMol25 dataset
Level of theory: ωB97M-V/def2-TZVPD

Structure (XYZ):
```
34
Properties=species:S:1:pos:R:3:forces:R:3
Fe -0.8693 0.9100 -0.8329 0.0 -0.4 -2.3
Cl -0.6407 2.5582 -2.2231 0.2 1.0 -0.6
C -2.3807 -0.2425 -1.2790 -0.4 -0.3 -0.1
H -2.3080 -1.2232 -0.8053 -0.2 0.0 -0.1
H -2.5451 -0.2677 -2.3580 -0.2 -0.2 0.2
H -3.0857 0.4201 -0.7633 -0.6 -0.2 -0.1
Pb 1.1491 -1.7826 -3.9450 0.8 -2.1 -2.1
C 2.0832 0.0638 -4.7713 0.1 0.7 0.0
C -0.9649 -1.4730 -4.6288 -0.7 0.3 0.1
C 1.5103 -1.6277 -1.9060 -1.6 3.0 5.3
H -1.5519 -2.3659 -4.3579 0.1 0.4 -0.1
H -1.3659 -0.5671 -4.1470 -0.1 -0.3 -0.4
H -0.9054 -1.3650 -5.7268 -0.1 0.0 0.5
H 3.1668 0.0301 -4.5971 -0.2 0.1 -0.1
H 1.8654 0.1116 -5.8459 0.1 0.1 0.2
H 1.6232 0.9080 -4.2397 0.3 0.1 -0.3
H 0.7022 -1.9418 -1.0325 2.2 0.3 -2.3
H 1.9785 -0.5735 -1.4534 -0.6 -2.6 -1.1
O -0.0821 -1.7686 1.0893 0.2 1.2 1.5
C -0.0269 -0.6393 1.5766 -0.4 1.0 -2.1
N -0.1491 0.5378 0.8390 0.6 0.5 2.3
S -0.2725 2.0111 1.7142 -1.5 -3.7 -1.7
O 0.7995 2.8592 1.3256 0.3 1.0 0.3
O -1.6641 2.4490 1.6743 1.5 0.3 0.5
C 0.0516 1.1506 3.1822 0.3 0.4 2.1
C 0.1879 1.7533 4.4383 0.1 -1.3 -0.3
C 0.4674 0.8993 5.5170 0.0 0.6 -0.2
C 0.5973 -0.4824 5.3357 -0.2 0.2 -0.1
C 0.4202 -1.0646 4.0787 0.3 0.4 -0.2
C 0.1660 -0.2217 2.9887 0.1 -0.5 1.3
H 0.0825 2.8265 4.5347 0.0 -0.1 0.1
H 0.5977 1.3469 6.5059 0.0 -0.3 -0.2
H 0.8206 -1.0904 6.2053 0.0 -0.1 -0.1
H 0.5430 -2.1382 3.9075 -0.2 0.4 0.1
```
Positions in Å, forces in eV/Å.

As for the frontier orbital gap (spin up / spin down): 3.3 / 3.4 eV. The spin multiplicity is 6. Its expectation value of S² is 8.786. The charge is -2. The calculation puts the LUMO energy (spin up / spin down) at 4.1 / 4.1 eV.


No. 5
Formula: C11H15ClIO7
Source: the OMol25 dataset
Level of theory: ωB97M-V/def2-TZVPD

Structure (XYZ):
```
35
Properties=species:S:1:pos:R:3:forces:R:3
C 3.1947 -1.6601 -0.5336 -0.7 0.4 1.1
C 2.7328 -0.5774 0.6095 -0.1 -0.6 -1.5
C 2.6517 0.8457 -0.1447 0.8 0.0 0.9
C 2.2473 2.0834 0.8019 -0.3 0.8 -1.0
C 0.6980 2.5428 0.6338 0.3 -0.2 0.9
C -0.3544 1.3636 0.9282 -0.3 -0.6 0.6
C -1.1569 0.8395 -0.3588 -0.5 1.4 -0.7
C -2.6761 0.4517 -0.0976 -1.6 -1.2 1.3
C -3.3421 -0.1609 0.9961 0.2 1.3 -2.6
I -2.4384 -0.8020 2.8518 -1.0 0.3 -1.5
C -4.9091 -0.3139 0.6423 -0.6 -1.4 1.9
O -5.8193 -0.8522 1.3176 3.8 2.6 -3.2
O -5.0937 0.2514 -0.6558 1.3 -0.3 0.9
C -3.8382 0.6800 -1.1935 1.4 0.7 -2.3
O -3.7233 1.1166 -2.3628 -0.8 -1.8 5.1
H 2.2330 -2.1869 -0.8815 1.8 0.6 0.4
H 3.6529 -1.0884 -1.4103 -0.4 -1.0 1.2
H 3.9303 -2.3913 -0.0304 -1.1 1.0 -1.2
H 3.4697 -0.5995 1.4836 -0.9 0.4 -1.2
H 1.7224 -0.9590 0.9919 1.4 0.8 -0.5
H 1.9967 0.7795 -1.0890 0.7 0.0 1.6
H 3.7222 1.0591 -0.5292 -1.6 -0.4 0.5
H 2.5007 1.9259 1.9133 -0.5 -0.1 -1.7
H 2.9075 2.9772 0.4678 -1.1 -1.3 0.6
H 0.5134 3.3492 1.4448 0.3 -1.1 -1.5
H 0.4928 2.9979 -0.3988 0.5 -0.6 1.4
H 0.1711 0.4474 1.4018 -0.8 1.6 -0.7
H -1.0921 1.7428 1.7329 1.0 -0.6 -1.4
H -0.6112 -0.0140 -0.9161 -1.1 1.6 1.2
H -1.1763 1.7241 -1.1102 -0.3 -1.4 1.1
O -1.8028 -3.7168 -1.6014 0.2 0.3 0.1
Cl -0.5214 -3.1178 -1.3020 0.0 -1.1 -0.3
O 0.0698 -3.7800 -0.1589 0.0 0.3 -0.1
O -0.7075 -1.7083 -0.9972 0.0 -0.6 0.0
O 0.3559 -3.2489 -2.4453 -0.1 0.2 0.2
```
Positions in Å, forces in eV/Å.

As for the frontier orbital gap: 7.9 eV. The charge is -1. The calculation puts the LUMO energy at 1.6 eV.


No. 6
Formula: C11H15ClN3
Source: the OMol25 dataset
Level of theory: ωB97M-V/def2-TZVPD

Structure (XYZ):
```
30
Properties=species:S:1:pos:R:3:forces:R:3
C 2.7167 -0.6833 1.1591 1.3 0.7 1.5
C 2.1995 0.2230 0.2132 0.6 1.4 0.3
C 1.7933 -1.6880 1.3365 0.5 2.2 -2.0
C 0.9902 -0.2740 -0.1894 -2.0 0.1 -0.9
C -1.2992 -0.1017 -1.2855 -0.4 -0.1 0.0
C -2.1339 -0.1515 -0.2456 -1.3 -1.1 -1.3
C -2.0086 0.6170 0.9746 1.5 0.3 2.1
C -1.0139 1.7788 1.0211 0.2 0.5 -2.5
C -0.4022 2.0074 -0.3917 2.1 -0.2 -1.0
C -0.0098 0.6098 -1.0636 -0.1 -1.1 0.9
C -0.2309 -2.5978 0.3095 0.2 0.5 -2.8
N -2.4824 0.1370 2.0434 -0.1 0.2 1.5
N 0.7224 -1.5175 0.4756 2.0 2.2 0.6
N 0.7221 0.8993 -2.3904 1.2 -0.4 -1.7
Cl -3.3764 -1.3929 -0.2991 0.2 0.8 0.0
H 3.6535 -0.4994 1.7898 -1.6 -0.6 -1.2
H 2.6205 1.2646 -0.0007 -0.7 -1.7 0.2
H 2.0394 -2.5276 1.8758 -0.4 -2.0 1.1
H -1.5652 -0.6559 -2.1918 0.5 0.0 0.3
H -1.5762 2.7413 1.0492 0.5 -0.7 1.5
H -0.1889 1.5170 1.7231 -0.9 0.8 -0.1
H -1.1084 2.5550 -1.0510 0.1 -0.7 0.2
H 0.5205 2.6774 -0.4062 -1.0 -0.8 0.6
H 0.3839 -3.4960 0.2747 -0.3 -0.2 -0.5
H -0.8397 -2.7096 1.1658 -1.1 0.3 0.7
H -0.7895 -2.3764 -0.6843 0.8 -1.1 2.1
H -2.1923 0.6234 2.9524 -0.5 -0.4 -1.9
H 0.4199 1.8260 -2.6878 0.5 0.3 0.0
H 0.6946 0.3390 -3.3331 -0.7 0.3 2.5
H 1.7409 0.8559 -2.1437 -0.8 0.5 -0.2
```
Positions in Å, forces in eV/Å.

As for the frontier orbital gap: 8.5 eV. Its structure (SMILES) is [H]/N=C1\CC[C@@]([NH3+])(c2cccn2C)C=C1Cl. The charge is +1. The calculation puts the LUMO energy at -3.5 eV.


Copy entry 2 word for word.
Formula: C11H15AuNO12P2S
Source: the OMol25 dataset
Level of theory: ωB97M-V/def2-TZVPD

Structure (XYZ):
```
43
Properties=species:S:1:pos:R:3:forces:R:3
Au -1.0857 0.3098 0.2032 0.3 -0.8 -1.8
O -1.9570 4.1008 1.8781 -0.3 -0.3 -0.5
P -1.7700 3.1492 0.6266 0.3 2.2 -0.6
O -2.2424 3.7102 -0.6370 0.0 -0.2 0.1
O -2.3104 1.7659 1.0414 0.7 -2.0 -0.4
O -0.1197 2.9619 0.5856 -0.7 -0.5 0.4
P 0.5353 2.2484 1.8883 1.6 1.5 0.1
O 2.0960 2.3156 1.4782 -0.7 -0.6 0.1
O 0.2602 3.0222 3.1169 -0.3 -0.1 -0.2
O 0.1891 0.7691 1.8786 -1.5 -0.7 -1.4
H -1.3239 3.8148 2.5633 0.2 0.1 0.6
H 2.3566 3.2290 1.3648 0.2 0.4 0.0
O -2.6015 -1.3398 -6.4616 0.8 -0.8 -1.1
C -3.3952 -0.6973 -5.8039 0.7 0.4 2.1
O -4.5034 -0.2288 -5.9811 -1.4 0.6 -0.5
C -2.8501 -0.4027 -4.3044 -0.6 -0.2 -1.3
C -3.5115 0.5096 -3.4992 0.6 -0.1 0.7
C -3.0301 0.7247 -2.2159 -1.0 0.8 0.0
N -1.9734 0.0684 -1.7698 0.8 0.1 2.3
C -1.3196 -0.7951 -2.5379 1.0 -1.1 -0.6
C -1.7297 -1.0646 -3.8358 0.2 0.4 1.1
C -0.0826 -1.4589 -1.9208 -1.0 0.1 -3.0
O 0.6645 -2.1092 -2.6199 -0.2 0.2 0.9
O 0.0572 -1.2501 -0.6674 -0.4 1.6 2.7
H -4.3759 1.0392 -3.8663 -0.1 0.0 -0.1
H -3.4724 1.4366 -1.5322 0.0 0.1 0.0
H -1.1690 -1.7604 -4.4404 0.0 0.0 -0.1
C 1.1519 -1.0240 4.3652 0.0 0.0 -0.1
C 2.1189 -0.8385 3.2203 -0.2 -0.1 -0.8
S 1.3761 -1.6127 1.7051 1.2 0.4 0.6
O 1.4137 -3.0528 2.0106 -0.2 -1.4 0.1
C 2.7977 -1.3115 0.5455 -0.5 0.1 0.4
C 3.8688 -2.3602 0.7256 -0.1 0.0 0.1
H 1.5273 -0.5515 5.2709 0.0 0.0 0.1
H 1.0046 -2.0869 4.5440 -0.1 0.0 0.1
H 0.2042 -0.5589 4.1083 -0.2 0.0 0.1
H 3.0678 -1.3385 3.4010 0.1 0.0 -0.1
H 2.2569 0.2092 2.9725 0.3 0.1 0.1
H 3.1268 -0.2965 0.7488 0.1 0.2 -0.1
H 2.3629 -1.3613 -0.4491 0.0 0.0 0.0
H 4.3184 -2.3013 1.7142 0.1 -0.1 0.1
H 4.6541 -2.2427 -0.0180 0.0 0.1 -0.1
H 3.4148 -3.3404 0.6037 0.1 -0.1 0.1
```
Positions in Å, forces in eV/Å.

As for the frontier orbital gap: 4.6 eV. The charge is -1. The calculation puts the LUMO energy at -1.5 eV.